18
Properties=species:S:1:pos:R:3:forces:R:3 method="wB97M-V/def2-TZVPD" total_charge=0 energy_ev=-28496.733 smiles=NCCCSS.O e_above_lowest_kj_mol=83.3 e_homo_ev=-7.901 max_force_ha_per_bohr=0.0431
N -2.923412 0.272431 -0.563983 0.78 -0.33 0.31
C -1.471668 0.553603 -0.833946 -1.29 0.41 -0.32
C -0.532487 -0.164646 0.140877 -1.33 -0.09 -1.77
C 0.870527 0.429738 0.036243 -0.18 -0.21 0.78
S 0.887120 2.043665 0.940983 -0.48 -0.31 -0.25
S 2.868701 2.078653 1.522525 0.75 0.41 0.48
H -2.978334 -0.730112 -0.378373 -0.07 0.11 0.25
H -3.367430 0.332736 -1.468633 -0.42 0.30 -0.07
H -1.376292 0.213908 -1.872596 1.13 0.20 0.12
H -1.308600 1.640801 -0.802908 -0.15 -0.22 -0.01
H -1.065727 -0.204488 1.096000 0.76 0.34 0.27
H -0.587276 -1.181243 -0.267943 0.71 -0.20 0.44
H 1.571294 -0.297611 0.440971 0.20 0.38 0.26
H 1.148514 0.600701 -1.007584 -0.16 0.00 0.12
H 2.797788 3.077603 2.467480 -0.28 -0.69 -0.61
O 1.935867 -2.540929 -0.008584 -0.07 -0.47 0.26
H 1.233537 -3.162682 -0.218783 -0.22 0.09 -0.36
H 2.297877 -2.962127 0.778253 0.34 0.25 0.11